Formula: C15H16BrN3OS
Source: OMol25
Level of theory: ωB97M-V with the def2-TZVPD basis set

Values from the calculation:
2S+1: 1
Total charge: 0
M in g mol⁻¹: 366.284
SMILES: C/C(=N/NC(=O)CNc1ccc(C)cc1)c1ccc(Br)s1
Relative energy (zero: lowest compared OMol25 entry of this formula, charge and spin) in kcal per mole: 38.3
LUMO level in eV: 0.21

Each line ends with the natural charge from an NBO analysis.
CARTESIAN COORDINATES (ANGSTROEM)
C: -2.274 4.608 -2.756  -0.643
C: -1.808 3.284 -2.233  0.247
N: -2.618 2.685 -1.451  -0.264
N: -2.319 1.534 -0.770  -0.458
C: -1.165 1.255 -0.105  0.655
O: -0.149 1.911 -0.190  -0.599
C: -1.265 -0.001 0.757  -0.308
N: -0.038 -0.165 1.482  -0.597
C: 0.421 -1.389 1.914  0.150
C: -0.431 -2.476 2.106  -0.237
C: 0.061 -3.674 2.594  -0.205
C: 1.401 -3.830 2.910  -0.066
C: 1.937 -5.126 3.441  -0.620
C: 2.247 -2.741 2.724  -0.186
C: 1.773 -1.545 2.233  -0.240
C: -0.512 2.827 -2.702  -0.264
C: -0.098 1.547 -2.969  -0.190
C: 1.204 1.470 -3.489  -0.285
C: 1.774 2.702 -3.610  -0.314
Br: 3.500 3.078 -4.245  0.114
S: 0.726 3.977 -3.112  0.482
H: -1.609 5.394 -2.401  0.225
H: -3.282 4.804 -2.404  0.240
H: -2.254 4.615 -3.845  0.225
H: -3.166 1.070 -0.465  0.397
H: -2.114 0.102 1.449  0.203
H: -1.468 -0.857 0.093  0.206
H: 0.669 0.507 1.207  0.411
H: -1.484 -2.388 1.886  0.197
H: -0.621 -4.502 2.733  0.204
H: 1.151 -5.874 3.506  0.211
H: 2.726 -5.508 2.794  0.214
H: 2.362 -4.984 4.435  0.214
H: 3.297 -2.839 2.964  0.207
H: 2.445 -0.710 2.092  0.207
H: -0.720 0.683 -2.819  0.226
H: 1.701 0.555 -3.754  0.237

Formula: C2H5N
Source: OMol25
Level of theory: ωB97M-V with the def2-TZVPD basis set

Values from the calculation:
2S+1: 1
Total charge: 0
M in g mol⁻¹: 43.069
SMILES: [H]/N=C/C
Relative energy (zero: lowest compared OMol25 entry of this formula, charge and spin) in kcal per mole: 24.8
LUMO level in eV: 1.14

Each line ends with the natural charge from an NBO analysis.
CARTESIAN COORDINATES (ANGSTROEM)
H: -2.600 -0.008 0.335  0.330
N: -1.723 -0.083 -0.343  -0.638
C: -0.512 -0.098 0.370  0.146
C: 0.692 0.047 -0.410  -0.681
H: -0.399 -0.226 1.385  0.159
H: 0.637 -0.437 -1.382  0.239
H: 1.383 -0.488 0.163  0.210
H: 0.847 1.065 -0.412  0.236

Formula: C35H36BrN7O6PS2W
Source: OMol25
Level of theory: ωB97M-V with the def2-TZVPD basis set

Values from the calculation:
2S+1: 3
⟨S²⟩: 2.040
Total charge: +1
M in g mol⁻¹: 1009.568
Relative energy (zero: lowest compared OMol25 entry of this formula, charge and spin) in kcal per mole: 30.4
LUMO level (spin up / spin down) in eV: -3.48 / -4.19

Each line ends with the Löwdin spin population.
CARTESIAN COORDINATES (ANGSTROEM)
W: -0.017 0.407 -1.155  1.385
C: 2.690 -0.950 -7.104  0.000
C: 2.756 0.104 -6.011  -0.001
N: 1.450 0.269 -5.374  -0.005
C: 1.215 0.266 -4.058  -0.001
S: -0.475 0.381 -3.593  0.031
N: 2.253 0.174 -3.244  -0.004
N: 1.953 0.296 -1.927  0.003
C: 2.963 0.383 -1.116  0.065
C: 4.375 0.150 -1.523  0.010
C: 2.582 0.806 0.225  0.027
C: 3.463 0.984 1.283  0.006
C: 2.990 1.441 2.498  0.021
C: 1.643 1.749 2.626  0.008
C: 0.819 1.549 1.545  0.031
N: 1.265 1.055 0.377  0.030
H: 3.645 -1.015 -7.626  0.000
H: 1.922 -0.701 -7.841  0.000
H: 2.458 -1.931 -6.684  0.000
H: 3.077 1.060 -6.428  0.000
H: 3.459 -0.177 -5.235  0.000
H: 0.649 0.402 -5.969  0.000
H: 4.397 -0.328 -2.496  0.000
H: 4.888 -0.479 -0.791  0.002
H: 4.922 1.096 -1.595  0.004
H: 4.513 0.765 1.134  0.000
H: 3.660 1.565 3.340  0.001
H: 1.241 2.140 3.552  0.000
H: -0.236 1.776 1.586  0.003
Br: -0.292 0.886 6.418  0.001
C: -1.570 -0.258 5.627  0.002
C: -2.392 0.235 4.623  0.000
C: -3.278 -0.621 3.989  0.003
C: -3.350 -1.960 4.366  0.001
C: -2.581 -2.414 5.429  0.002
C: -1.669 -1.571 6.050  0.000
N: -4.262 -2.907 3.785  0.018
N: -4.595 -2.809 2.596  0.002
C: -3.879 -1.991 1.679  0.035
C: -4.610 -1.298 0.744  -0.012
C: -4.019 -0.401 -0.164  0.044
C: -2.656 -0.259 -0.167  -0.012
O: -1.966 0.557 -0.944  0.080
C: -1.882 -1.030 0.722  -0.003
N: -0.536 -0.835 0.602  -0.004
C: 0.256 -1.519 1.411  0.052
C: -0.225 -2.482 2.297  -0.007
C: -1.572 -2.712 2.395  0.041
C: -2.460 -1.927 1.637  -0.005
H: -2.338 1.278 4.339  0.000
H: -3.931 -0.238 3.214  0.000
H: -2.687 -3.447 5.742  0.000
H: -1.052 -1.929 6.864  0.000
H: -5.687 -1.416 0.773  -0.001
H: -4.609 0.175 -0.864  0.003
H: 1.316 -1.313 1.335  0.002
H: 0.474 -3.042 2.903  -0.001
H: -1.941 -3.497 3.045  0.002
O: 0.115 7.223 3.422  0.000
C: -0.673 7.181 2.323  0.000
O: -1.473 8.047 2.127  0.000
C: -0.496 6.012 1.398  0.000
C: 0.673 5.263 1.327  0.000
C: 0.798 4.242 0.395  0.002
C: -0.252 3.948 -0.476  0.017
S: -0.093 2.787 -1.812  0.076
C: -1.430 4.693 -0.392  0.005
C: -1.542 5.721 0.529  0.001
H: 0.670 6.439 3.482  0.000
H: 1.528 5.499 1.954  0.000
H: 1.730 3.695 0.311  0.001
H: -2.242 4.469 -1.072  0.001
H: -2.438 6.325 0.587  0.000
C: 2.014 -3.483 -0.734  0.001
O: 0.602 -3.239 -0.855  0.003
P: 0.049 -2.060 -1.797  0.026
O: -1.483 -2.454 -1.854  0.009
C: -2.063 -3.762 -1.690  0.002
O: 0.715 -2.417 -3.184  -0.004
C: 0.597 -3.697 -3.820  -0.001
H: 2.140 -4.545 -0.551  0.000
H: 2.421 -2.921 0.109  0.000
H: 2.544 -3.203 -1.645  0.000
H: -1.914 -4.358 -2.588  0.000
H: -3.125 -3.600 -1.531  0.000
H: -1.631 -4.267 -0.829  0.000
H: 1.436 -3.786 -4.504  0.000
H: -0.336 -3.738 -4.379  0.000
H: 0.631 -4.509 -3.093  0.000